Formula: C39H41Br6CuN3O19
Source: the Open Molecules 2025 dataset
Level of theory: ωB97M-V/def2-TZVPD

The geometry in XYZ format:
```
109
Properties=species:S:1:pos:R:3:forces:R:3:lowdin_charge:R:1
Cu -0.874 0.393 0.398 0.400 0.011 0.135 0.301
C -1.609 3.063 3.445 0.664 -1.916 -0.242 -0.002
C -1.427 2.898 4.850 -0.140 1.306 1.871 -0.365
C -1.503 1.474 5.508 0.779 -2.172 -1.236 -0.332
O -1.414 1.358 6.723 -0.354 0.234 -0.293 0.019
C -1.459 0.285 4.565 0.215 2.150 0.832 0.024
C -1.073 0.587 3.240 -0.666 -0.544 2.208 -0.420
C -1.255 1.975 2.664 -1.189 1.823 -2.290 -0.319
O -1.198 2.085 1.325 0.020 -0.379 2.344 -0.175
O -0.632 -0.294 2.472 0.627 -1.004 -1.843 -0.116
O -1.207 3.852 5.616 -0.316 -0.992 -0.811 0.024
H -1.866 4.027 3.055 0.207 0.308 -0.275 0.110
H -1.459 -0.749 5.008 -0.011 1.375 -0.738 0.098
C -1.951 -3.781 -3.612 -0.054 0.118 2.546 -0.104
C -3.420 -3.645 -2.990 1.754 -0.280 -0.923 -0.112
O -4.217 -3.459 -4.163 0.297 0.538 -0.440 0.028
C -3.403 -3.132 -5.233 -0.095 -1.274 2.411 -0.604
O -3.763 -3.008 -6.336 -0.945 0.755 -1.776 0.182
O -2.132 -3.102 -4.839 1.206 -0.015 -0.135 0.041
H -1.609 -4.838 -3.727 -0.354 0.862 -0.347 0.065
H -1.175 -3.236 -2.933 -1.407 -0.824 -1.418 0.143
H -3.360 -2.778 -2.353 -0.627 0.502 0.113 0.050
H -3.817 -4.495 -2.446 0.213 -0.163 -0.016 0.125
C 3.564 -2.121 0.745 -0.739 0.231 -1.350 -0.074
C 2.292 -2.531 1.470 -1.323 0.768 -0.674 -0.056
O 1.567 -3.333 0.454 1.354 -0.260 0.275 0.043
C 2.353 -3.486 -0.653 0.069 1.154 0.640 -0.575
O 2.044 -4.109 -1.622 -0.279 -0.358 -0.106 0.122
O 3.487 -2.743 -0.577 -0.729 -0.823 0.860 0.057
H 4.448 -2.462 1.219 0.873 -0.174 0.401 0.119
H 3.570 -1.070 0.497 0.274 0.338 0.465 0.098
H 1.620 -1.669 1.645 0.382 -0.321 0.036 0.119
H 2.448 -3.022 2.437 -0.126 -0.497 -0.540 0.127
C 1.351 -0.718 6.285 -0.706 1.911 -0.505 -0.105
C 0.905 -1.645 5.177 0.434 -2.319 -0.563 -0.109
O 1.905 -2.737 5.247 0.581 0.304 0.439 0.012
C 2.736 -2.540 6.336 -2.783 -0.013 -2.109 -0.616
O 3.624 -3.243 6.629 1.617 -1.039 0.506 0.166
O 2.283 -1.506 6.998 0.588 1.337 1.811 0.066
H 0.519 -0.391 6.979 1.016 -0.303 -0.898 0.142
H 1.878 0.207 5.842 -0.781 -1.309 0.864 0.159
H 0.964 -1.373 4.146 0.022 1.211 -0.404 0.089
H -0.066 -2.142 5.229 0.064 0.204 0.737 0.115
Br -3.395 0.507 -3.672 0.634 -0.427 -0.022 0.723
C -5.323 0.527 -3.827 -0.522 0.546 1.243 -0.685
C -5.712 0.126 -5.221 -0.409 -1.635 -0.046 -0.694
Br -7.626 0.429 -5.590 0.350 0.065 0.279 0.586
H -5.491 1.606 -3.658 -0.521 -0.749 0.035 0.055
H -5.712 -0.094 -2.970 0.199 0.703 -1.180 0.080
H -5.579 -0.980 -5.424 0.150 1.450 0.173 0.066
H -5.179 0.757 -5.909 0.137 -0.085 -0.457 0.039
Br -2.634 -2.109 0.374 0.473 -0.233 0.242 0.771
C -4.295 -1.122 0.350 0.742 1.256 0.377 -0.613
C -3.951 0.386 0.291 -0.732 -1.391 -0.350 -0.714
Br -5.484 1.491 0.615 -0.735 0.175 -0.247 0.661
H -4.881 -1.371 1.208 -0.085 -0.160 0.664 0.050
H -4.757 -1.540 -0.503 -0.810 0.167 -1.046 0.019
H -3.547 0.622 -0.680 0.215 0.289 -0.125 0.009
H -3.324 0.693 1.092 0.920 -0.076 0.448 0.005
Br -0.952 -7.452 -3.045 0.334 0.062 0.317 0.629
C -0.817 -6.629 -1.279 0.024 -0.169 -0.009 -0.669
C -0.880 -7.584 -0.145 -1.927 -0.673 -0.116 -0.611
Br -2.552 -8.700 -0.165 0.604 0.424 -0.045 0.537
H -1.668 -5.995 -1.208 -0.550 0.706 -0.119 0.033
H 0.093 -6.046 -1.186 0.191 0.088 -0.389 0.060
H -0.967 -7.110 0.802 0.018 0.799 0.599 0.049
H -0.111 -8.280 -0.076 1.376 -1.183 -0.225 0.032
C 1.819 3.920 -1.436 -0.005 -0.543 -0.690 -0.094
C 3.040 4.504 -1.735 -0.425 0.931 0.783 -0.062
C 3.462 5.569 -0.909 -0.933 0.731 -1.517 -0.021
C 2.575 6.144 0.027 0.004 -1.358 -1.201 -0.145
C 1.304 5.564 0.218 0.054 0.955 1.670 0.007
C 0.965 4.414 -0.465 0.135 -0.178 -0.300 -0.052
N 3.039 7.342 0.772 -1.473 -2.221 -0.062 -0.371
O 4.229 7.454 0.867 1.095 0.944 0.141 0.073
O 2.181 7.991 1.322 0.105 0.758 0.115 0.085
H 1.480 3.084 -2.038 0.000 0.033 0.078 0.087
H 3.522 4.256 -2.688 0.293 -0.055 0.768 0.113
H 4.292 6.146 -1.302 0.336 -0.074 0.721 0.113
H 0.607 5.957 0.998 0.782 -0.180 -0.839 0.140
H 0.028 3.889 -0.318 -0.026 0.209 0.332 0.108
C 1.599 -1.363 -5.631 0.602 -0.181 -0.926 -0.070
C 1.473 -2.055 -4.450 -0.016 -0.101 1.477 -0.047
C 0.926 -1.396 -3.351 -0.248 0.315 -0.370 0.020
C 0.510 -0.082 -3.570 0.128 -0.165 -1.309 -0.162
C 0.594 0.636 -4.792 0.323 0.560 0.450 0.018
C 1.238 -0.020 -5.831 -0.239 -0.634 0.071 -0.057
N -0.101 0.536 -2.463 -1.391 0.690 2.732 -0.304
O -0.460 1.694 -2.449 0.355 0.017 -0.800 0.064
O -0.291 -0.185 -1.458 0.164 -0.080 -0.288 -0.059
H 2.041 -1.928 -6.444 0.045 0.259 -0.190 0.108
H 1.857 -3.068 -4.279 -0.263 0.362 -0.456 0.121
H 0.740 -1.829 -2.353 0.457 0.122 -0.924 0.120
H 0.229 1.698 -4.880 0.421 -1.411 0.278 0.142
H 1.457 0.425 -6.812 -0.368 -0.034 0.626 0.115
C 2.716 4.484 3.580 -0.714 0.695 1.204 -0.047
C 3.794 4.666 2.754 1.248 2.070 1.465 -0.118
C 4.054 3.811 1.748 0.927 -2.697 -1.963 -0.028
C 3.233 2.653 1.611 0.756 1.705 -1.525 -0.112
C 2.115 2.523 2.373 -0.867 -2.262 -1.007 -0.018
C 1.866 3.419 3.345 -0.823 1.578 1.624 -0.049
N 3.473 1.743 0.433 0.454 0.198 2.265 -0.331
O 2.563 1.036 0.034 0.321 0.325 -0.285 0.053
O 4.642 1.688 0.098 -0.350 -0.268 -0.914 0.070
H 2.556 5.223 4.410 -0.112 -0.950 -0.920 0.136
H 4.462 5.523 3.008 -0.466 -0.750 -0.683 0.127
H 4.927 3.907 1.072 -0.742 0.064 0.573 0.131
H 1.396 1.705 2.231 0.399 0.279 -0.218 0.121
H 0.927 3.345 3.860 -0.053 -0.065 0.456 0.093
```
Positions in Å, forces in eV/Å.

As for the charge: -1. The spin multiplicity is 1. As for the electronic energy: -549368.5012 eV. The calculation puts the frontier orbital gap at 0.183 hartree.

***

Formula: C30H50HgO16S6
Source: the Open Molecules 2025 dataset
Level of theory: ωB97M-V/def2-TZVPD

The geometry in XYZ format:
```
103
Properties=species:S:1:pos:R:3:forces:R:3:lowdin_charge:R:1
Hg 0.087 -0.056 0.016 0.167 -0.945 -1.097 1.216
C 1.172 -2.517 -3.525 0.114 0.084 -0.029 0.005
C 0.943 -3.897 -3.842 0.507 0.457 0.030 -0.375
C 0.249 -4.783 -2.789 -0.543 -0.316 0.288 -0.368
O 0.056 -5.958 -3.042 0.040 -0.320 -0.141 0.051
C -0.184 -4.171 -1.566 0.181 0.182 0.271 -0.002
C 0.123 -2.879 -1.274 -0.040 0.573 -0.415 -0.366
C 0.750 -1.971 -2.353 -0.884 -0.047 0.619 -0.367
O 0.708 -0.721 -2.096 0.518 0.473 0.045 -0.154
O -0.173 -2.318 -0.159 -0.249 0.017 0.576 -0.172
O 1.263 -4.390 -4.905 0.029 -0.347 -0.470 0.053
H 1.601 -1.865 -4.277 -0.035 -0.092 -0.131 0.107
H -0.693 -4.730 -0.789 0.051 -0.349 -0.180 0.104
C -5.356 -0.467 -2.297 -0.057 0.008 0.154 -0.211
C -4.752 -1.756 -2.860 -0.898 -0.578 -0.576 -0.218
C -3.319 -1.858 -2.403 0.732 0.328 -0.034 -0.196
S -2.729 -0.148 -2.357 0.107 -0.690 -0.385 0.693
O -1.957 0.043 -3.552 0.000 0.386 -0.095 -0.297
O -2.160 0.163 -1.064 -0.505 0.160 0.123 -0.371
C -4.328 0.640 -2.511 -0.441 0.552 0.286 -0.216
H -5.566 -0.581 -1.230 0.075 -0.013 -0.001 0.101
H -6.297 -0.199 -2.775 -0.008 -0.108 -0.042 0.116
H -4.839 -1.758 -3.951 0.434 0.349 -0.007 0.123
H -5.342 -2.646 -2.624 0.110 0.104 0.494 0.118
H -2.641 -2.320 -3.120 -0.074 -0.202 0.040 0.112
H -3.133 -2.306 -1.426 -0.227 0.041 0.055 0.101
H -4.419 1.122 -3.483 0.255 -0.276 -0.168 0.113
H -4.408 1.437 -1.773 0.207 -0.081 0.089 0.106
C -4.336 -3.061 2.361 -0.352 -0.076 0.265 -0.193
C -4.897 -1.802 1.685 0.339 0.004 -0.753 -0.212
C -4.259 -0.595 2.341 -0.056 0.578 0.416 -0.216
S -2.563 -1.078 2.680 -0.981 -0.844 0.273 0.677
O -2.297 -0.838 4.077 0.353 0.269 0.131 -0.316
O -1.675 -0.605 1.666 0.157 0.506 0.042 -0.353
C -2.838 -2.835 2.440 0.957 -0.196 -0.174 -0.214
H -4.546 -3.968 1.795 -0.025 0.087 -0.147 0.119
H -4.798 -3.217 3.339 0.176 0.184 0.100 0.120
H -5.981 -1.715 1.665 -0.037 -0.184 0.148 0.120
H -4.551 -1.809 0.644 -0.169 -0.071 -0.019 0.100
H -4.703 -0.357 3.309 0.038 -0.146 0.046 0.107
H -4.259 0.322 1.754 0.084 -0.135 -0.203 0.109
H -2.264 -3.318 3.230 -0.439 -0.152 0.177 0.093
H -2.323 -3.108 1.512 -0.163 0.222 -0.127 0.105
C 1.292 -1.753 4.883 -0.202 -0.510 0.436 -0.199
C 0.506 -2.991 4.371 -0.288 0.232 -0.433 -0.185
C 0.908 -3.298 2.919 0.698 -0.284 -0.166 -0.195
S 2.122 -2.070 2.453 0.195 -0.668 -0.122 0.668
O 1.423 -0.956 1.873 0.047 0.532 0.410 -0.369
O 3.220 -2.644 1.723 0.165 0.063 -0.008 -0.300
C 2.595 -1.638 4.111 0.185 0.643 0.179 -0.221
H 1.466 -1.895 5.949 0.108 0.220 -0.003 0.115
H 0.682 -0.859 4.763 0.079 0.046 -0.132 0.107
H -0.560 -2.781 4.445 0.033 -0.033 0.107 0.077
H 0.721 -3.865 4.981 0.019 0.025 0.056 0.112
H 0.184 -3.278 2.102 -0.266 0.121 0.214 0.083
H 1.449 -4.243 2.859 -0.074 -0.031 -0.076 0.109
H 2.994 -0.622 4.113 -0.139 0.035 -0.222 0.097
H 3.409 -2.282 4.440 -0.247 -0.358 -0.040 0.113
C 5.433 -0.442 -1.117 0.802 -0.097 0.176 -0.199
C 5.976 0.454 0.014 -0.464 -0.099 0.281 -0.202
C 4.732 0.948 0.733 -0.617 0.087 0.208 -0.226
S 3.608 1.394 -0.586 0.902 0.051 -0.267 0.682
O 3.668 2.812 -0.883 -0.134 -0.069 0.044 -0.325
O 2.337 0.786 -0.323 -0.154 0.242 0.218 -0.374
C 4.450 0.432 -1.860 -0.628 0.506 -0.402 -0.202
H 4.996 -1.356 -0.714 -0.161 0.051 -0.032 0.125
H 6.266 -0.709 -1.768 -0.155 -0.205 -0.105 0.118
H 6.519 1.286 -0.439 0.147 0.029 0.204 0.119
H 6.595 -0.063 0.745 0.246 -0.097 -0.282 0.119
H 4.807 1.760 1.453 0.209 0.148 -0.212 0.106
H 4.191 0.136 1.227 0.238 -0.116 0.006 0.093
H 4.972 1.129 -2.516 0.000 0.134 0.133 0.109
H 3.645 -0.024 -2.439 0.125 -0.382 0.145 0.107
C 0.705 3.238 -4.903 -0.508 0.379 0.268 -0.203
C 1.301 4.356 -4.003 0.484 -0.252 -0.942 -0.200
C 0.656 4.314 -2.628 0.058 0.194 0.675 -0.210
S -0.342 2.821 -2.560 0.379 -0.509 -0.721 0.674
O -1.719 3.151 -2.830 -0.227 0.193 0.219 -0.306
O 0.004 2.054 -1.390 -0.178 0.486 0.544 -0.373
C 0.370 2.062 -4.002 0.375 0.072 0.089 -0.217
H 1.393 2.949 -5.692 -0.004 0.048 -0.046 0.115
H -0.213 3.626 -5.351 0.024 -0.168 -0.155 0.115
H 1.201 5.312 -4.515 -0.184 0.095 0.217 0.110
H 2.377 4.179 -3.949 -0.038 -0.011 0.379 0.112
H 0.004 5.147 -2.369 -0.099 0.000 -0.298 0.105
H 1.391 4.233 -1.825 0.057 -0.145 -0.091 0.082
H -0.331 1.327 -4.383 -0.011 0.004 -0.002 0.090
H 1.274 1.561 -3.650 -0.092 -0.137 0.040 0.111
C 0.177 4.638 1.907 0.093 -0.024 -0.354 -0.206
C -0.273 4.407 3.356 -0.595 0.269 0.456 -0.197
C 0.310 3.077 3.868 0.501 0.387 0.269 -0.199
S 1.209 2.343 2.510 -0.064 0.859 -0.304 0.678
O 0.299 1.610 1.667 -0.527 -0.231 0.210 -0.357
O 2.426 1.766 2.997 0.360 -0.474 0.049 -0.300
C 1.486 3.887 1.678 0.258 0.490 0.076 -0.214
H 0.308 5.692 1.666 -0.077 0.026 0.108 0.119
H -0.568 4.235 1.218 -0.021 0.006 0.027 0.115
H -1.355 4.509 3.446 -0.037 -0.512 -0.189 0.113
H 0.067 5.184 4.045 0.353 0.088 -0.299 0.111
H -0.322 2.350 4.371 -0.260 0.016 -0.291 0.113
H 1.113 3.350 4.553 0.018 -0.334 0.121 0.103
H 1.743 3.743 0.630 -0.099 -0.342 0.023 0.085
H 2.335 4.384 2.155 -0.052 -0.081 0.129 0.120
```
Positions in Å, forces in eV/Å.

As for the charge: 0. The spin multiplicity is 1. As for the electronic energy: -133863.8325 eV. As for the relative energy (zero: lowest compared OMol25 entry of this formula, charge and spin): 0.0 kcal per mole. The calculation puts the frontier orbital gap at 0.228 hartree.

***

Formula: C3H3O2
Source: the Open Molecules 2025 dataset
Level of theory: ωB97M-V/def2-TZVPD

The geometry in XYZ format:
```
8
Properties=species:S:1:pos:R:3:forces:R:3:lowdin_charge:R:1
C -0.816 -0.361 0.037 4.725 -1.735 2.431 -0.011
C 2.192 -0.119 -0.277 1.848 0.101 0.755 0.112
C -1.504 0.800 -0.023 -1.188 2.186 0.753 -0.072
O 3.272 -0.077 0.044 -1.513 -0.072 -0.632 0.182
O -2.053 1.787 -0.019 0.603 -1.094 -0.244 0.379
H 0.517 -0.133 -0.099 -2.620 0.065 -0.321 0.094
H -1.013 -1.030 -0.766 -0.449 -0.684 -0.538 0.112
H -0.595 -0.866 1.105 -1.406 1.234 -2.204 0.203
```
Positions in Å, forces in eV/Å.

As for the charge: +1. The spin multiplicity is 1. As for the electronic energy: -7244.6131 eV. As for the relative energy (zero: lowest compared OMol25 entry of this formula, charge and spin): 23.8 kcal per mole. The calculation puts the frontier orbital gap at 0.438 hartree.

***

Formula: C20H24FN3O
Source: the Open Molecules 2025 dataset
Level of theory: ωB97M-V/def2-TZVPD

The geometry in XYZ format:
```
49
Properties=species:S:1:pos:R:3:forces:R:3:lowdin_charge:R:1
C -0.129 3.999 3.196 -0.246 0.051 -0.194 -0.085
C -1.018 4.228 1.977 0.203 0.025 0.115 -0.264
N -0.264 4.145 0.742 -0.029 0.097 0.105 -0.202
C -0.853 4.840 -0.385 -0.148 0.032 -0.139 -0.246
C -2.139 4.260 -0.984 0.281 0.082 0.103 -0.077
C 0.321 2.857 0.452 -0.028 -0.120 0.064 -0.157
C -0.618 1.631 0.548 -0.097 0.393 -0.107 -0.117
N -0.083 0.513 -0.199 0.127 0.056 0.019 -0.013
C -0.567 0.248 -1.447 0.104 0.067 0.120 -0.405
O -1.449 0.926 -1.948 -0.164 0.039 -0.186 0.065
C 0.078 -0.882 -2.145 0.141 -0.253 -0.072 -0.073
C -0.454 -1.362 -3.335 0.048 -0.015 0.066 -0.009
C 0.188 -2.365 -4.035 -0.133 0.014 -0.128 -0.087
C 1.382 -2.881 -3.552 0.042 0.031 0.110 -0.081
C 1.925 -2.415 -2.370 0.039 -0.057 0.010 -0.020
C 1.273 -1.419 -1.648 -0.216 0.066 -0.248 -0.204
N 1.796 -0.886 -0.491 0.432 0.215 0.099 0.106
C 0.852 -0.355 0.468 0.111 -0.286 0.319 -0.226
C 0.149 -1.488 1.216 0.216 0.092 0.130 -0.080
C -1.157 -1.876 0.955 0.096 0.001 0.095 -0.006
C -1.725 -2.945 1.628 -0.117 -0.076 -0.010 -0.073
C -0.996 -3.646 2.573 -0.025 0.040 -0.050 -0.078
C 0.311 -3.281 2.850 0.225 0.130 -0.018 -0.007
C 0.858 -2.215 2.165 -0.364 -0.088 -0.047 -0.223
F 2.142 -1.864 2.425 -0.009 0.039 -0.064 0.061
H 0.189 2.962 3.268 0.080 -0.142 0.066 0.058
H -0.675 4.250 4.102 -0.020 -0.043 0.132 0.070
H 0.753 4.630 3.132 0.109 0.060 0.014 0.078
H -1.868 3.526 2.011 -0.040 0.098 0.001 0.110
H -1.426 5.241 2.032 -0.078 -0.070 -0.015 0.117
H -0.090 4.889 -1.168 -0.031 0.091 0.012 0.112
H -1.047 5.865 -0.052 0.060 -0.018 -0.076 0.109
H -2.901 4.137 -0.216 -0.136 -0.035 0.053 0.069
H -2.523 4.945 -1.736 -0.097 0.062 -0.091 0.071
H -1.956 3.302 -1.465 -0.050 -0.116 -0.036 0.047
H 1.170 2.708 1.129 0.052 -0.107 -0.108 0.112
H 0.713 2.895 -0.567 0.034 -0.044 0.037 0.130
H -1.586 1.871 0.106 0.056 -0.037 0.161 0.111
H -0.766 1.325 1.587 -0.049 -0.013 -0.018 0.127
H -1.373 -0.922 -3.695 -0.069 0.055 -0.028 0.119
H -0.231 -2.739 -4.956 -0.039 -0.024 -0.075 0.099
H 1.893 -3.658 -4.101 0.048 -0.059 -0.035 0.104
H 2.855 -2.818 -1.996 0.092 -0.049 0.032 0.110
H 2.580 -1.376 -0.086 -0.123 0.013 0.003 0.138
H 1.423 0.243 1.193 -0.167 -0.121 -0.199 0.161
H -1.735 -1.334 0.222 -0.068 0.076 -0.038 0.120
H -2.742 -3.231 1.410 -0.095 -0.034 -0.018 0.105
H -1.441 -4.477 3.097 -0.037 -0.075 0.052 0.106
H 0.905 -3.808 3.579 0.077 -0.044 0.078 0.118
```
Positions in Å, forces in eV/Å.

As for the charge: 0. Its SMILES is CCN(CC)CCN1C(=O)c2ccccc2N[C@@H]1c1ccccc1F. The spin multiplicity is 1. As for the electronic energy: -30365.5362 eV. As for the relative energy (zero: lowest compared OMol25 entry of this formula, charge and spin): 11.4 kcal per mole. The calculation puts the frontier orbital gap at 0.318 hartree.

***

Number 1: HOMO -4.9 eV. Number 2: HOMO -6.2 eV. Number 3: HOMO -17.2 eV. Number 4: HOMO -8.0 eV.